Here is a structure of composition C25H41F5P2Rh from the OMol25 dataset. Energies are from ωB97M-V/def2-TZVPD.

CARTESIAN COORDINATES (ANGSTROEM)
C: 2.59013 1.27563 -0.56999
H: 3.93050 -2.06599 -0.19021
C: 3.01272 -1.88394 -0.76999
H: -3.16406 -2.42280 -1.65852
P: 2.44996 -0.32108 0.29051
H: -1.12269 -2.29455 -1.96285
H: 4.14235 0.63783 1.76218
H: 0.32424 4.81015 -0.93805
H: -2.05914 0.38525 3.04908
C: -2.60988 1.21072 2.58925
C: -1.99449 3.00776 0.84045
C: 0.75136 -1.21593 -2.11820
H: 2.86817 -0.26387 2.63273
H: -4.63762 1.09116 -2.64687
H: 1.86980 4.42674 0.60771
H: -3.17020 3.37883 -0.89755
H: 3.99348 -0.61412 -2.20400
H: -0.15772 -4.52408 -2.11086
H: 1.93799 -5.08349 -1.51729
H: 2.61936 1.16485 -1.66039
C: 0.36892 1.82450 3.47405
C: -3.76390 0.43646 -2.49621
C: -0.71142 4.73613 -0.58332
H: 3.47534 1.84093 -0.23464
H: 0.52477 -3.84465 -3.55946
C: 0.17346 3.43522 1.46031
H: -3.78356 -0.36902 -3.24450
C: -3.29618 3.10326 0.15896
H: 0.04394 0.78629 3.61688
F: 1.50793 -2.26925 2.96079
H: -1.02657 5.74146 -0.26348
H: 1.44188 4.97695 2.23416
H: 4.16365 -1.15649 1.78252
F: 0.24942 -4.37134 1.23454
C: -0.02996 -2.43205 -1.98534
H: 2.24050 3.41281 2.02429
C: 1.90754 -4.04429 -1.86772
H: 2.55785 -3.76800 0.21187
C: -3.96844 -2.07758 -0.99193
H: -3.91887 3.87636 0.63671
H: 1.94401 -1.76077 -3.86860
C: 0.18313 -2.51297 2.73826
H: -3.22272 1.68328 3.37386
H: -3.84447 -2.53902 0.00151
P: -3.87892 -0.24776 -0.76577
H: 2.70863 -3.95311 -2.60041
H: 1.45474 1.82637 3.30498
H: 2.11796 -0.10041 -3.33576
H: -3.28353 0.76633 1.84897
F: -0.23344 -3.32475 3.73289
C: -2.19575 -0.21334 -0.30960
C: 3.32230 -1.47862 -2.21460
H: -1.67780 -1.14622 0.00475
H: -3.85415 2.15841 0.20921
C: -0.12915 -3.04997 1.33207
C: -0.34480 2.44483 2.34201
C: -1.68820 2.17561 1.95636
H: 3.87219 -2.28715 -2.70884
H: -1.34074 4.44944 -1.43337
C: 0.51966 -3.74823 -2.46741
H: -1.63398 0.70253 -0.19565
F: -0.48432 -1.32064 2.88803
C: 3.52033 -0.26848 1.74968
C: -0.82798 3.74972 0.51285
H: -2.84336 1.02973 -2.59944
C: 2.20835 -3.18034 -0.65306
Rh: 0.81266 -1.93411 -0.27901
C: 2.03372 -1.13438 -2.96863
H: -4.95353 -2.36103 -1.39489
H: 0.15814 -0.29103 -2.17848
F: -1.51471 -3.00156 1.19726
C: 1.49696 4.08907 1.58270
H: 1.70036 1.86608 -0.30318
H: 0.16788 2.37575 4.40571

Atoms 1-2, force components in eV/Å:
0.5 0.4 -0.2
0.0 0.0 -0.3

The net charge is +1. Its expectation value of S² is 6.015. The total energy is -61750.7551 eV. The highest occupied orbital energy (alpha / beta) comes out at -0.3656 / -0.3678 hartree. As for the spin multiplicity: 5.

These are the Löwdin partial charges, in e, on atoms 1 to 4:
1. C -0.243
2. H 0.110
3. C -0.419
4. H 0.027